Entry 1:
This record from OMol25 describes a molecular structure, C34H74O11 at a distorted geometry. The level of theory is the ωB97M-V functional and the def2-TZVPD basis.

For the largest force on an atom, the calculation gives 8.95 eV Å⁻¹. Its HOMO energy is -7.95 eV. The value obtained for the HOMO-LUMO gap is 8.374 eV. The energy above the lowest of the compared OMol25 structures with the same formula, charge and spin comes out at 512.3 kcal per mole.

Last column: Löwdin charge in e.
Atoms and positions in Å:
C1 2.15881 -3.15171 -5.16395  -0.117
C2 2.82969 -2.26401 -4.13797  -0.162
C3 1.84505 -1.92327 -3.07359  -0.248
O1 0.63891 -1.84736 -3.78755  -0.295
C4 0.65180 -2.77615 -4.97256  -0.075
H1 2.29689 -4.18805 -4.85566  0.107
H2 2.69237 -3.04530 -6.10846  0.114
H3 3.07471 -1.36267 -4.69979  0.144
H4 3.74706 -2.72727 -3.77477  0.043
H5 2.10103 -0.97345 -2.60409  0.127
H6 1.69140 -2.69883 -2.32327  0.093
H7 0.31332 -2.21608 -5.84425  0.127
H8 -0.00354 -3.62481 -4.77658  0.110
C5 6.02230 -2.64179 -1.74368  -0.092
C6 4.65636 -2.17838 -2.22599  -0.156
C7 3.67861 -2.67929 -1.19413  -0.156
O2 4.39834 -2.50264 -0.00967  -0.101
C8 5.73300 -2.92110 -0.23359  -0.119
H9 6.78344 -1.91708 -2.03278  0.114
H10 6.29308 -3.53278 -2.31018  0.109
H11 4.39972 -2.50995 -3.23212  0.026
H12 4.42318 -1.11778 -2.32003  0.146
H13 3.60108 -3.75534 -1.34968  0.155
H14 2.68312 -2.24685 -1.09366  0.074
H15 5.97145 -3.93167 0.09805  0.125
H16 6.49370 -2.47090 0.40419  0.134
C9 -2.57427 6.47349 0.77864  -0.145
C10 -2.06016 5.30949 -0.08671  -0.162
C11 -3.05370 4.21416 0.17472  -0.170
O3 -3.67540 4.59554 1.45474  -0.113
C12 -3.09892 5.74187 1.99500  -0.241
H17 -3.40847 6.92357 0.24045  0.116
H18 -1.83058 7.19235 1.12255  0.117
H19 -1.05173 5.06226 0.24504  0.094
H20 -1.86624 5.51963 -1.13853  0.118
H21 -2.46588 3.30591 0.30766  0.067
H22 -3.69961 3.95677 -0.66472  0.130
H23 -2.30023 5.52687 2.70491  0.068
H24 -3.84957 6.43049 2.38284  0.127
C13 0.72688 4.36923 3.83403  -0.159
C14 -0.72765 4.54998 3.82582  -0.162
C15 -1.28894 3.21500 4.42629  -0.133
O4 -0.25745 2.24697 4.26792  -0.152
C16 0.90991 2.88251 3.86044  -0.210
H25 1.12681 4.73661 4.77912  0.127
H26 1.11963 4.82345 2.92435  0.127
H27 -1.07023 4.68087 2.79937  0.060
H28 -0.98409 5.42710 4.41996  0.130
H29 -2.28213 2.79755 4.26080  0.077
H30 -1.31811 3.41866 5.49670  0.134
H31 1.20179 2.47177 2.89390  0.092
H32 1.77326 2.71275 4.50382  0.133
C17 -2.18219 1.05686 3.29019  -0.242
C18 -1.97709 -0.44940 3.37012  -0.126
C19 -3.44612 -0.97134 3.22769  -0.198
O5 -4.21724 0.02668 3.94041  -0.134
C20 -3.51055 1.35472 3.88152  -0.147
H33 -2.20112 1.31693 2.23184  0.108
H34 -1.30060 1.56311 3.68342  0.006
H35 -1.59056 -0.72074 4.35250  0.119
H36 -1.23631 -0.76685 2.63624  0.090
H37 -3.50507 -2.03210 3.47141  0.095
H38 -3.79356 -1.03123 2.19628  0.106
H39 -3.32220 1.53544 4.93980  0.126
H40 -3.98773 2.12526 3.27599  0.129
C21 -1.76743 -2.23089 -3.29571  -0.160
C22 -3.18637 -2.09095 -3.69001  -0.142
C23 -3.36088 -0.59503 -4.04086  -0.194
O6 -2.23236 0.00568 -3.48583  -0.146
C24 -1.08345 -0.90699 -3.47298  -0.211
H41 -1.16061 -2.95296 -3.84205  0.085
H42 -1.75023 -2.48852 -2.23674  0.101
H43 -3.82897 -2.46370 -2.89238  0.104
H44 -3.49005 -2.78424 -4.47437  0.108
H45 -4.24298 -0.02815 -3.74311  0.121
H46 -3.19809 -0.45782 -5.10986  0.111
H47 -0.27042 -0.65732 -2.79124  0.072
H48 -0.66696 -0.74302 -4.46683  0.141
C25 -1.83925 -3.25782 1.32781  -0.143
C26 -2.63218 -4.29687 0.51753  -0.158
C27 -2.08047 -5.62550 0.92506  -0.243
O7 -0.92484 -5.31526 1.60327  -0.114
C28 -0.48714 -3.98624 1.40420  -0.174
H49 -2.21004 -3.04621 2.33072  0.091
H50 -1.59659 -2.34528 0.78333  0.077
H51 -2.29025 -4.16612 -0.50916  0.097
H52 -3.71934 -4.22869 0.55691  0.118
H53 -1.86314 -6.17227 0.00751  0.121
H54 -2.92315 -6.04425 1.47520  0.124
H55 0.14660 -3.86204 0.52611  0.088
H56 0.12906 -3.71759 2.26225  0.133
C29 2.30739 2.36414 0.23751  -0.184
O8 3.15352 3.11466 -0.59072  -0.070
H57 2.98127 1.70413 0.78374  0.047
H58 1.77073 2.88173 1.03261  0.065
H59 1.64851 1.69633 -0.31747  0.035
H60 2.72360 3.64204 -1.26794  0.079
C30 3.12421 -0.28262 0.90741  -0.163
O9 4.32410 -0.96310 1.15711  -0.099
H61 2.36059 -0.95790 0.52143  0.070
H62 2.79888 0.26492 1.79198  0.092
H63 3.23670 0.34335 0.02220  0.074
H64 4.50583 -1.44102 0.34459  -0.169
C31 0.52950 -2.05710 -1.08521  -0.057
O10 1.37787 -0.82392 -1.27117  -0.277
C32 0.53532 0.35510 -1.27017  -0.167
C33 -0.09287 0.75735 0.05360  -0.160
O11 -0.30937 2.16991 0.05210  -0.176
C34 -0.61727 2.91214 1.26298  -0.114
H65 -0.35019 -1.95644 -0.44951  0.082
H66 1.15000 -2.80154 -0.58632  0.088
H67 0.16371 -2.43146 -2.04133  0.077
H68 -0.22819 0.31797 -2.04721  0.094
H69 1.05862 1.12647 -1.83516  0.152
H70 0.41134 0.50302 0.98591  0.128
H71 -1.06942 0.27549 0.10097  0.126
H72 -0.41381 2.34679 2.17241  0.067
H73 -1.61311 3.35359 1.30205  0.047
H74 0.16260 3.65642 1.42405  0.071

***

Entry 2:
This record from OMol25 describes a molecular structure, C26H34F18KO14Pb2 at a distorted geometry. The level of theory is the ωB97M-V functional and the def2-TZVPD basis.

For the largest force on an atom, the calculation gives 6.06 eV Å⁻¹. Its HOMO energy is -14.81 eV. The value obtained for the HOMO-LUMO gap is 2.573 eV. The net charge is +3. The energy above the lowest of the compared OMol25 structures with the same formula, charge and spin comes out at 166.7 kcal per mole.

Last column: Löwdin charge in e.
Atoms and positions in Å:
Pb1 -4.79394 2.35943 6.69614  1.084
Pb2 -5.97616 -0.55824 2.31164  0.982
K1 -3.73305 -5.42295 0.08575  0.962
O1 -2.02797 0.04399 3.30125  -0.071
C1 -1.27374 0.37171 2.15075  -0.221
C2 -1.34648 -0.41186 0.75264  -0.202
O2 -2.63601 -0.73166 0.20997  -0.112
H1 -0.24357 0.57949 2.44000  0.121
H2 -1.44732 1.41287 1.87878  0.162
H3 -0.67444 -1.26835 0.69883  0.159
H4 -0.82042 0.12644 -0.03578  0.118
C3 1.48240 5.59588 5.76820  -0.056
C4 2.26297 5.88742 4.45355  -0.226
O3 3.65854 5.84842 4.66653  0.003
C5 4.37692 7.03311 4.75354  -0.287
O4 3.89702 8.13845 4.64877  0.167
C6 5.92686 6.83679 4.84942  -0.583
F1 6.68468 7.53249 3.98851  0.182
F2 6.35887 7.07833 6.03264  0.218
F3 6.23515 5.54155 4.71327  0.147
H5 2.13195 5.64293 6.64226  0.083
H6 1.02964 4.61202 5.64518  0.055
H7 0.74269 6.37836 5.93750  0.070
H8 1.90055 6.83894 4.06449  0.115
H9 1.85838 5.18242 3.72734  0.110
C7 -0.09465 3.20127 -4.99715  -0.067
C8 1.15862 2.76740 -5.78766  -0.210
O5 0.77085 2.84993 -7.15910  -0.003
C9 1.42820 2.01563 -8.05623  -0.267
O6 2.29356 1.14997 -7.81943  0.126
C10 0.75788 2.01275 -9.47423  -0.630
F4 1.65815 1.80228 -10.41780  0.189
F5 -0.14554 1.03039 -9.46403  0.169
F6 0.14928 3.07995 -9.81757  0.225
H10 -0.98437 2.58204 -5.11135  0.073
H11 -0.29344 4.26762 -5.10431  0.079
H12 0.21012 3.07368 -3.95843  0.063
H13 1.47340 1.80551 -5.38295  0.120
H14 1.96886 3.49238 -5.71005  0.133
C11 -3.26016 -2.58543 -5.75029  -0.050
C12 -1.79207 -2.13031 -5.71617  -0.236
O7 -0.99330 -2.85085 -6.63801  -0.006
C13 -0.55299 -4.15456 -6.33076  -0.272
O8 -0.80338 -4.84806 -5.36175  0.131
C14 0.36985 -4.70032 -7.49681  -0.548
F7 0.85913 -3.67722 -8.17738  0.171
F8 1.32076 -5.45129 -7.03408  0.221
F9 -0.38366 -5.30792 -8.47896  0.133
H15 -3.46664 -2.76329 -6.80567  0.092
H16 -3.89342 -1.79651 -5.34447  0.072
H17 -3.32271 -3.47796 -5.12774  0.066
H18 -1.43331 -2.31306 -4.70326  0.107
H19 -1.57472 -1.08052 -5.91318  0.124
C15 -6.64456 2.38412 -2.75447  -0.061
C16 -8.14231 2.12201 -2.63167  -0.207
O9 -8.40838 0.77250 -3.02156  0.042
C17 -8.92040 -0.09124 -2.14315  -0.371
O10 -8.95049 0.06336 -0.94544  0.118
C18 -9.58533 -1.29179 -2.83127  -0.545
F10 -10.15071 -1.01286 -4.04168  0.167
F11 -8.62751 -2.21798 -2.92969  0.165
F12 -10.55510 -1.76503 -2.08723  0.199
H20 -6.38861 3.43746 -2.64010  0.088
H21 -6.49365 2.13536 -3.80492  0.086
H22 -6.13160 1.73186 -2.04769  0.069
H23 -8.68540 2.75366 -3.33465  0.141
H24 -8.33171 2.40639 -1.59660  0.117
C19 3.41583 -4.73225 0.43853  -0.050
C20 3.63818 -5.80602 1.54771  -0.212
O11 3.09599 -5.37170 2.76287  -0.013
C21 1.80253 -5.81946 3.04438  -0.311
O12 0.99420 -6.07212 2.18544  0.140
C22 1.54890 -5.83101 4.57335  -0.510
F13 0.91121 -7.03885 4.84203  0.120
F14 2.69108 -5.73627 5.21788  0.204
F15 0.69313 -4.89254 4.99484  0.158
H25 3.92638 -5.09971 -0.45164  0.081
H26 3.82591 -3.78680 0.79356  0.074
H27 2.39398 -4.48260 0.15287  0.060
H28 4.69103 -5.86765 1.82306  0.134
H29 3.28629 -6.79711 1.26135  0.131
C23 4.90951 0.30027 5.28754  -0.077
C24 4.71920 -1.09393 5.82039  -0.162
O13 5.00869 -1.07617 7.27341  0.035
C25 4.05573 -0.82448 8.14306  -0.330
O14 2.83796 -0.82162 7.79669  0.065
C26 4.53915 -0.64679 9.61674  -0.552
F16 4.26312 0.64776 9.87293  0.146
F17 3.77323 -1.32591 10.43983  0.198
F18 5.84679 -0.81537 9.80613  0.191
H30 5.97281 0.52385 5.37411  0.087
H31 4.43944 1.15273 5.77790  0.082
H32 4.58773 0.34124 4.24694  0.079
H33 5.45934 -1.68943 5.28591  0.129
H34 3.69095 -1.40743 5.64006  0.110

***

Entry 3:
This record from OMol25 describes a gas-phase ion, C4H12N3O (charge +1) at a distorted geometry. The level of theory is the ωB97M-V functional and the def2-TZVPD basis.

For the largest force on an atom, the calculation gives 4.91 eV Å⁻¹. Its SMILES is CC(C)(N=O)[C@H](N)[NH3+]. Its HOMO energy is -13.24 eV. The value obtained for the HOMO-LUMO gap is 8.629 eV. The net charge is +1. The energy above the lowest of the compared OMol25 structures with the same formula, charge and spin comes out at 116.2 kcal per mole.

Last column: natural (NBO) charge in e.
Atoms and positions in Å:
C1 -0.54807 -0.74538 1.74444  -0.680
C2 -0.01829 0.08634 0.58330  0.056
C3 1.51108 0.15785 0.67354  -0.631
N1 -0.53375 1.76206 1.08048  0.225
O1 -0.70902 2.61145 0.26709  -0.264
C4 -0.56058 -0.29056 -0.85914  0.085
N2 0.03772 -1.46206 -1.35695  -0.804
N3 -0.29641 0.98497 -1.70175  -0.715
H1 0.20772 -1.10516 2.48789  0.251
H2 -1.36459 -0.16751 2.32913  0.260
H3 -1.07079 -1.71489 1.30559  0.233
H4 1.92019 -0.94361 0.68201  0.236
H5 1.69103 0.61795 1.57148  0.249
H6 1.77725 0.63325 -0.29623  0.183
H7 -1.58502 -0.34612 -0.74073  0.215
H8 -0.64004 -2.11986 -1.43548  0.393
H9 0.86012 -1.72892 -0.89058  0.391
H10 0.70456 1.26190 -1.72885  0.435
H11 -0.70307 1.72997 -1.11958  0.436
H12 -0.68004 0.77833 -2.59565  0.445

***

Entry 4:
This record from OMol25 describes a single C7H10O molecule at a distorted geometry. The level of theory is the ωB97M-V functional and the def2-TZVPD basis.

For the largest force on an atom, the calculation gives 10.85 eV Å⁻¹. Its SMILES is C[C@H]1C=CC[C@@H]2O[C@H]21. Its HOMO energy is -9.13 eV. The value obtained for the HOMO-LUMO gap is 10.114 eV. The energy above the lowest of the compared OMol25 structures with the same formula, charge and spin comes out at 158.3 kcal per mole.

Last column: natural (NBO) charge in e.
Atoms and positions in Å:
C1 -1.97969 -0.12130 0.38753  -0.586
C2 -1.06660 0.31988 -0.57037  -0.308
C3 0.14250 1.45648 -0.33775  -0.186
C4 1.40359 1.11832 -0.11399  -0.189
C5 1.89320 -0.36451 0.23269  -0.461
C6 0.60027 -1.05361 0.45581  0.009
O1 0.19050 -2.15367 -0.46851  -0.466
C7 -0.19625 -0.84150 -0.73960  0.099
H1 -2.91857 0.71185 0.78524  0.177
H2 -2.56784 -0.97958 0.33830  0.235
H3 -1.46642 -0.08227 1.44376  0.208
H4 -1.53848 0.50237 -1.47039  0.217
H5 -0.56104 2.41188 -0.21976  0.240
H6 2.22167 1.78290 -0.22769  0.215
H7 2.50048 -0.20324 1.07684  0.214
H8 2.53664 -0.91242 -0.44714  0.241
H9 0.09300 -1.00821 1.46095  0.208
H10 0.71304 -0.58337 -1.58589  0.134